{"formula": "C49H55LuN8O4S2", "method": "ωB97M-V/def2-TZVPD", "energy_ev": -127114.4852, "charge": -2, "elements": ["H", "H", "C", "H", "C", "C", "C", "H", "C", "H", "H", "H", "N", "H", "C", "C", "C", "N", "C", "C", "C", "H", "H", "C", "C", "C", "O", "H", "C", "C", "H", "S", "C", "H", "H", "C", "C", "H", "C", "H", "C", "H", "C", "C", "C", "H", "H", "H", "H", "C", "H", "Lu", "N", "H", "C", "H", "C", "H", "H", "H", "H", "C", "N", "C", "H", "H", "C", "H", "H", "H", "N", "H", "N", "C", "C", "C", "H", "C", "H", "H", "H", "O", "C", "C", "O", "C", "N", "H", "O", "C", "C", "C", "C", "H", "C", "H", "H", "C", "H", "H", "C", "S", "N", "H", "C", "H", "C", "H", "H", "H", "H", "H", "H", "H", "H", "C", "C", "C", "H"], "xyz": [[3.04609, -3.14253, -5.35513], [-3.93443, 3.34744, 0.80050], [1.43482, 3.35418, 4.98535], [1.10254, 2.57785, 8.28041], [-2.93222, 1.22052, -3.36462], [-2.17455, -0.61009, 2.04801], [0.59691, 3.08469, 1.59667], [-0.89576, 1.05468, -5.98597], [3.30788, 4.17430, 6.27148], [2.87793, -0.09433, -5.22548], [2.51198, -5.54577, 0.93038], [-0.44727, -4.43734, 5.92109], [0.76706, 3.22145, 3.81553], [-2.30251, -0.14388, -7.59336], [3.91853, -4.96794, -2.50585], [1.89288, -2.45127, -1.47065], [-4.07877, 2.13101, -3.66426], [0.80152, -1.73572, -1.82701], [2.69540, -5.56812, 2.00372], [2.21791, 4.87721, -3.21405], [2.18805, -2.89849, -0.18784], [3.37623, -5.24334, -1.60496], [3.78538, -3.71415, 2.05952], [0.61160, -3.08861, 4.57070], [1.15561, 3.20919, -1.84279], [-1.29258, -1.39512, 2.78355], [3.49862, -0.60998, 0.58026], [-1.48190, -1.45801, 3.84766], [0.87435, -1.55909, -3.16757], [2.66438, 4.03302, 5.06198], [-2.52222, 1.74224, -6.00593], [2.66540, 0.58175, 0.46981], [1.06354, 2.37779, -2.95916], [1.74464, 5.13593, -1.13123], [-4.06855, -1.90411, 4.33791], [3.42016, -1.02009, -5.39625], [-5.06150, 1.68247, 1.57943], [0.62680, 1.40094, -2.83769], [1.71146, 4.48383, -1.99145], [-5.67340, 1.56586, 0.67997], [0.75635, -2.83672, 3.10483], [1.83615, -6.03408, 2.48627], [-3.10510, 0.43780, 0.37519], [1.40553, -2.73408, 0.95046], [2.75860, 3.64977, 7.43699], [2.59455, 4.33154, -5.25260], [-4.21935, 2.82068, -2.82908], [4.25940, -1.04310, -4.70512], [-5.50178, -0.95329, 3.95510], [-1.93759, 0.86415, -5.71531], [-0.08618, 2.63959, 3.76419], [0.17186, 0.09562, -0.13523], [0.24195, -2.04223, 1.00560], [-3.49001, -0.51577, -6.33992], [-0.33488, -4.26185, 4.84842], [-3.84939, 2.73100, -4.54927], [1.73117, -3.27233, 2.25766], [-5.36630, 3.83505, 1.73954], [-5.26542, 0.68268, -4.74583], [-4.18620, 1.15015, 4.22132], [-1.88173, -1.23684, -6.26309], [2.50266, -2.21727, -5.13574], [-1.42860, 0.02112, -2.10425], [-4.56460, -0.95137, 4.50990], [1.55785, 2.09831, -5.01557], [4.25568, 4.70049, 6.32191], [-4.54485, 3.11941, 1.66955], [3.38922, -5.38387, -3.36291], [0.22484, -2.19066, 5.05749], [3.80502, -1.02598, -6.41760], [-2.07703, -0.38146, 0.71203], [3.27195, 3.75569, 8.38501], [0.65007, 2.74253, -0.63276], [-2.03151, 0.67467, -4.23287], [2.17611, 4.02195, -4.30366], [-3.90908, 0.73411, 1.54584], [3.57555, -6.18490, 2.19840], [2.70693, -2.74776, -2.63775], [3.09251, -4.20018, 3.61645], [4.58142, -3.20374, -3.53589], [-4.79405, -0.86012, 5.57332], [3.40154, 1.81552, 0.67671], [-1.10588, -0.08885, -3.42119], [-3.33367, 0.96148, -0.89285], [1.49254, 0.47400, 1.41146], [-0.03708, -0.82930, -3.92281], [1.11159, 3.37083, 0.38133], [-6.20209, 2.05029, -4.11530], [2.01155, 0.60382, -0.89591], [2.04984, -2.22206, -3.70741], [-2.56399, 0.76086, -2.03979], [-2.43307, -0.33651, -6.52672], [1.59115, 2.77264, -4.17017], [-1.31592, -4.05468, 4.42407], [-0.16277, -2.05051, 2.30025], [0.05649, -5.16751, 4.38661], [1.64369, -2.17981, -5.81225], [2.90653, -4.14745, 2.53964], [-5.69785, 1.46986, 2.44294], [-3.90602, 3.22388, 2.54175], [4.03078, -3.44417, -2.62149], [-0.94268, 2.29624, 1.73909], [1.27090, 3.54844, 2.62023], [-5.63421, 0.77822, -3.02371], [-3.31069, 0.10672, 2.59595], [-0.06978, 2.32730, 6.12817], [-3.67200, 0.20248, 4.04400], [2.65976, 5.86089, -3.31876], [4.91117, -5.41883, -2.46349], [3.07893, 4.41597, 4.14357], [-4.21801, 1.57696, -1.00675], [3.13226, -3.41046, -0.06251], [0.11332, -0.81039, -4.99589], [4.60470, -3.05691, -1.77686], [-2.75507, 0.21567, 4.63682], [0.88008, 2.84242, 6.17228], [-5.38068, 1.36347, -3.90430], [1.53951, 2.98612, 7.37454], [1.59136, -3.30364, 5.00506]], "atomic_forces_ev_per_a": [[-0.076, 0.003, -0.010], [0.109, 0.106, -0.052], [0.562, 0.412, 0.444], [-0.008, -0.004, -0.064], [0.069, 0.095, -0.119], [-0.100, -0.108, -0.229], [-1.579, -0.340, 2.287], [0.006, 0.125, -0.014], [-0.004, -0.038, 0.235], [-0.014, 0.158, 0.032], [-0.032, -0.043, -0.032], [-0.027, -0.028, 0.024], [-1.205, -0.594, -0.405], [-0.010, -0.078, -0.080], [0.128, 0.145, -0.025], [-0.014, -0.285, -0.197], [-0.064, -0.187, -0.058], [-0.001, 0.399, 0.323], [0.145, 0.049, 0.124], [0.059, 0.163, -0.052], [-0.332, 0.009, -0.009], [-0.085, -0.071, 0.074], [0.122, 0.048, 0.120], [-0.096, -0.197, -0.111], [0.477, 0.585, -1.050], [0.044, 0.149, -0.061], [-0.115, 0.247, 0.059], [0.022, -0.032, 0.068], [-0.060, -0.172, 0.060], [-0.157, -0.093, -0.251], [0.114, 0.041, 0.015], [4.081, 0.456, 0.708], [0.019, 0.017, 0.494], [0.044, -0.001, 0.030], [0.012, -0.121, -0.006], [-0.065, -0.157, -0.145], [0.128, 0.126, 0.052], [0.028, -0.015, -0.076], [-0.102, -0.207, 0.207], [-0.066, -0.045, 0.063], [0.176, 0.058, -0.080], [-0.067, -0.035, -0.016], [0.009, -0.273, 0.063], [-0.101, -0.319, -0.016], [0.090, 0.044, 0.231], [0.016, 0.008, -0.060], [0.033, 0.077, -0.056], [0.094, 0.061, 0.051], [-0.072, -0.037, -0.057], [-0.103, -0.165, 0.069], [0.300, 0.147, 0.039], [-4.870, -1.742, -1.051], [0.139, 0.595, -0.113], [-0.101, -0.071, 0.046], [0.121, 0.137, 0.119], [0.014, 0.060, 0.043], [-0.116, 0.174, 0.145], [-0.048, 0.078, -0.028], [-0.038, -0.086, -0.062], [0.055, 0.036, 0.048], [0.001, -0.078, 0.016], [0.089, 0.116, 0.169], [0.298, 0.145, 0.308], [0.074, 0.168, 0.066], [-0.052, -0.072, -0.047], [-0.024, -0.034, -0.073], [-0.228, -0.042, 0.002], [-0.072, -0.023, -0.033], [0.093, 0.022, 0.051], [0.030, 0.052, -0.080], [0.074, 0.046, -0.047], [0.016, 0.013, -0.006], [0.054, 0.612, 2.696], [-0.106, 0.209, 0.111], [0.025, 0.036, -0.121], [0.007, -0.185, 0.133], [0.018, -0.080, -0.039], [-0.021, 0.097, -0.120], [0.062, 0.108, -0.052], [0.033, 0.070, 0.076], [-0.027, -0.056, 0.062], [-0.377, -0.298, -0.006], [-0.032, -0.181, -0.021], [0.129, 0.009, -0.048], [0.732, 0.165, 0.713], [-0.080, 0.207, 0.121], [0.440, 0.388, -3.171], [-0.102, -0.009, -0.033], [1.223, -0.086, -0.619], [0.061, -0.172, 0.145], [-0.089, -0.085, -0.035], [0.050, 0.169, -0.021], [0.002, 0.042, -0.176], [-0.078, -0.059, -0.039], [-0.037, -0.253, -0.101], [-0.049, -0.095, -0.032], [0.028, -0.054, 0.019], [-0.166, -0.117, -0.089], [-0.062, -0.062, -0.043], [0.123, 0.087, 0.081], [-0.168, -0.144, -0.010], [-0.087, -0.089, -0.073], [0.658, 0.006, -0.860], [-0.057, -0.114, 0.060], [-0.100, 0.123, -0.150], [-0.080, -0.067, -0.034], [-0.122, -0.192, -0.135], [0.007, 0.031, 0.007], [0.050, -0.096, 0.013], [0.091, 0.038, -0.075], [0.008, 0.058, 0.006], [0.031, -0.005, 0.036], [0.025, 0.029, -0.028], [0.119, 0.019, -0.047], [0.002, 0.085, 0.043], [-0.083, -0.010, -0.273], [0.054, 0.196, 0.012], [0.120, 0.070, 0.072], [-0.014, 0.076, 0.032]]}